(1)
{
  "formula": "C22H27N3O2",
  "method": "ωB97M-V with the def2-TZVPD basis set",
  "total_charge": 0,
  "homo_energy_ha": -0.273,
  "e_above_lowest_ev": 3.0532,
  "species": ["C", "C", "O", "O", "C", "C", "C", "C", "C", "C", "N", "N", "C", "C", "N", "C", "C", "C", "C", "C", "C", "C", "C", "C", "C", "C", "C", "H", "H", "H", "H", "H", "H", "H", "H", "H", "H", "H", "H", "H", "H", "H", "H", "H", "H", "H", "H", "H", "H", "H", "H", "H", "H", "H"],
  "positions_angstrom": [[-8.892, -2.505, 0.032], [-7.855, -1.476, -0.339], [-8.000, -0.619, -1.168], [-6.747, -1.664, 0.393], [-5.648, -0.813, 0.293], [-5.762, 0.562, 0.174], [-4.620, 1.340, 0.119], [-3.350, 0.769, 0.189], [-2.123, 1.579, 0.140], [-2.179, 2.884, -0.624], [-1.137, 1.054, 0.759], [0.072, 1.504, 1.041], [0.984, 0.456, 1.453], [1.792, -0.046, 0.254], [2.519, 1.063, -0.339], [3.421, 0.620, -1.388], [4.540, -0.212, -0.821], [5.207, 0.215, 0.321], [6.242, -0.531, 0.850], [6.644, -1.719, 0.250], [7.758, -2.531, 0.840], [5.976, -2.141, -0.891], [4.934, -1.399, -1.419], [1.596, 2.087, -0.788], [0.801, 2.594, 0.420], [-3.262, -0.618, 0.336], [-4.392, -1.403, 0.384], [-9.658, -2.544, -0.736], [-8.425, -3.478, 0.158], [-9.346, -2.218, 0.979], [-6.734, 1.026, 0.123], [-4.734, 2.411, 0.051], [-2.183, 3.740, 0.052], [-1.327, 2.972, -1.297], [-3.078, 2.920, -1.232], [0.398, -0.355, 1.886], [1.665, 0.862, 2.206], [2.512, -0.799, 0.577], [1.101, -0.510, -0.475], [2.891, 0.052, -2.174], [3.848, 1.515, -1.855], [4.898, 1.135, 0.792], [6.750, -0.188, 1.740], [7.387, -3.117, 1.681], [8.553, -1.885, 1.207], [8.172, -3.217, 0.105], [6.272, -3.062, -1.373], [4.426, -1.747, -2.307], [2.167, 2.909, -1.225], [0.896, 1.702, -1.555], [0.132, 3.403, 0.142], [1.508, 2.966, 1.168], [-2.284, -1.067, 0.406], [-4.323, -2.475, 0.489]],
  "atomic_forces_ev_per_a": [[0.1099, 0.1207, -0.1170], [-0.6216, -0.0514, -0.4349], [0.0757, -0.0547, 0.1067], [0.4749, -0.0763, 0.4161], [0.2997, 0.3029, -0.1147], [-0.3194, -0.2372, 0.0733], [0.2931, -0.1070, 0.0368], [-0.4516, -0.4142, -0.0090], [0.5021, 0.4267, -0.1675], [0.1732, -0.0724, 0.1787], [-0.7225, -0.5358, 0.0278], [0.5081, 0.4180, 0.4303], [0.1419, -0.3362, -0.1494], [-0.0580, -0.0187, 0.3669], [-0.0074, 0.0075, -0.1276], [-0.0202, 0.1062, -0.0191], [0.0292, -0.0900, -0.1071], [0.0053, -0.0076, -0.0373], [-0.0075, -0.0098, -0.0456], [0.0120, -0.0399, -0.0660], [-0.0566, -0.0220, 0.0515], [0.0917, -0.0113, 0.0682], [-0.0854, 0.1366, 0.0100], [-0.0478, 0.2406, 0.1440], [-0.0861, 0.1188, -0.5046], [-0.0561, 0.1595, -0.0625], [-0.4193, -0.0232, -0.0154], [0.0091, 0.0345, -0.0079], [-0.0058, -0.0642, 0.0427], [-0.0204, -0.0090, 0.0787], [-0.0298, 0.0055, -0.0154], [0.0023, 0.1056, -0.0502], [0.0038, 0.1189, -0.0438], [0.0179, 0.0658, -0.0057], [-0.0092, 0.0353, -0.0116], [0.0367, 0.0965, 0.0108], [0.0308, -0.0419, -0.0054], [-0.0743, -0.0321, -0.0122], [0.0434, -0.0026, 0.0139], [0.0607, 0.0564, 0.0272], [-0.0977, -0.0534, -0.0412], [-0.0391, 0.0983, 0.0730], [0.0639, 0.0452, 0.0899], [0.0623, -0.0668, 0.0526], [0.0886, -0.0156, 0.0279], [0.0690, -0.0538, -0.0050], [0.0468, -0.0926, -0.0374], [-0.0782, -0.0243, -0.0783], [-0.0268, -0.0209, -0.0332], [0.0381, 0.0466, 0.0269], [0.0257, -0.0189, 0.0515], [-0.0449, 0.0271, -0.0787], [0.0615, -0.0534, -0.0007], [0.0082, -0.1158, -0.0008]]
}

(2)
{
  "formula": "C22H27N3O2S",
  "method": "ωB97M-V with the def2-TZVPD basis set",
  "total_charge": 0,
  "homo_energy_ha": -0.308,
  "e_above_lowest_ev": 0.0000,
  "species": ["C", "S", "C", "C", "C", "N", "C", "O", "C", "C", "C", "C", "C", "C", "C", "C", "C", "N", "C", "O", "N", "C", "C", "C", "C", "C", "C", "C", "H", "H", "H", "H", "H", "H", "H", "H", "H", "H", "H", "H", "H", "H", "H", "H", "H", "H", "H", "H", "H", "H", "H", "H", "H", "H", "H"],
  "positions_angstrom": [[-4.935, -2.781, -0.109], [-5.493, -1.053, -0.187], [-3.899, -0.202, 0.048], [-3.358, -0.379, 1.463], [-1.872, -0.041, 1.587], [-1.590, 1.287, 1.068], [-0.530, 2.018, 1.450], [0.227, 1.657, 2.341], [-0.284, 3.336, 0.698], [-0.830, 3.331, -0.731], [-0.245, 2.139, -1.432], [-0.978, 1.371, -2.327], [-0.417, 0.256, -2.922], [0.887, -0.099, -2.622], [1.619, 0.656, -1.726], [1.063, 1.776, -1.119], [1.876, 2.548, -0.116], [1.138, 3.598, 0.585], [-0.984, -1.075, 0.849], [-1.437, -1.901, 0.085], [0.317, -0.915, 1.170], [1.439, -1.554, 0.632], [1.363, -2.548, -0.335], [2.531, -3.103, -0.827], [3.765, -2.682, -0.368], [3.854, -1.694, 0.608], [5.193, -1.245, 1.110], [2.685, -1.141, 1.102], [-5.583, -3.358, -0.761], [-3.908, -2.831, -0.454], [-5.017, -3.151, 0.909], [-3.208, -0.606, -0.690], [-4.116, 0.843, -0.176], [-3.471, -1.424, 1.758], [-3.937, 0.235, 2.155], [-1.583, -0.043, 2.646], [-2.110, 1.553, 0.249], [-0.728, 4.150, 1.284], [-0.482, 4.249, -1.211], [-1.922, 3.334, -0.766], [-1.996, 1.653, -2.558], [-0.998, -0.338, -3.611], [1.332, -0.970, -3.076], [2.632, 0.370, -1.483], [2.312, 1.820, 0.585], [2.712, 3.037, -0.634], [1.544, 3.733, 1.504], [0.531, -0.167, 1.828], [0.403, -2.873, -0.697], [2.474, -3.873, -1.581], [4.670, -3.120, -0.764], [5.092, -0.419, 1.809], [5.823, -0.927, 0.281], [5.700, -2.066, 1.615], [2.731, -0.373, 1.862]],
  "atomic_forces_ev_per_a": [[-0.1384, 0.4122, 0.1461], [0.0995, 0.1324, -0.1084], [-0.4183, -0.3881, 0.0056], [0.3289, 0.0092, -0.0998], [-0.1108, -0.2084, 0.2033], [-0.4074, -0.0881, 0.1076], [-0.2131, 0.2345, -0.1724], [0.1953, 0.0125, 0.2509], [0.0986, 0.2468, 0.0027], [0.0219, 0.0327, 0.1517], [0.0687, 0.0621, -0.1583], [0.0296, 0.0391, -0.0272], [-0.0599, -0.0372, -0.0474], [0.0599, -0.0164, -0.0782], [-0.0418, 0.0937, -0.0377], [-0.0752, -0.0016, -0.0856], [0.4956, 0.0417, 0.0215], [0.0003, 0.1643, 0.1807], [-0.3346, 0.3176, 0.3473], [-0.0432, -0.2678, -0.1360], [0.4749, 0.1344, 0.2616], [0.0782, -0.2874, -0.1607], [-0.2093, -0.0612, 0.0042], [0.1116, 0.0476, 0.0456], [0.0476, 0.0016, -0.0406], [-0.0908, 0.0083, -0.0358], [-0.0015, -0.0311, 0.0044], [-0.0198, -0.0633, -0.0403], [-0.0042, -0.0885, -0.0370], [0.0892, -0.1190, -0.0372], [0.0891, -0.1355, -0.0074], [0.0234, 0.1506, 0.0079], [0.0334, 0.0704, -0.0462], [-0.0260, 0.0482, 0.0252], [0.0329, -0.0499, 0.0282], [-0.0322, 0.0049, -0.1874], [0.1348, 0.0901, -0.0251], [0.0116, -0.1495, -0.0539], [-0.1420, 0.0111, 0.1008], [-0.0362, -0.0439, -0.0374], [-0.1206, 0.0344, -0.0184], [-0.0580, -0.0654, -0.0626], [0.0380, -0.0885, -0.0333], [0.1264, -0.0762, 0.0548], [-0.0390, 0.0812, -0.0556], [-0.0323, -0.1767, 0.0333], [-0.1011, -0.0547, -0.1130], [-0.2099, -0.0736, -0.1179], [-0.0486, 0.0082, -0.0098], [-0.0166, -0.0713, -0.0651], [0.1061, -0.0556, -0.0452], [0.0511, 0.0592, 0.0517], [0.0790, 0.0432, -0.0035], [0.0825, 0.0005, 0.0529], [0.0230, 0.1058, 0.0969]]
}

(3)
{
  "formula": "C22H27N3O5",
  "method": "ωB97M-V with the def2-TZVPD basis set",
  "total_charge": 0,
  "homo_energy_ha": -0.293,
  "e_above_lowest_ev": 26.2271,
  "species": ["C", "H", "H", "O", "C", "C", "C", "C", "C", "C", "H", "H", "C", "N", "C", "C", "C", "C", "C", "H", "H", "H", "H", "H", "H", "H", "H", "H", "H", "C", "N", "C", "O", "C", "H", "H", "O", "C", "C", "C", "C", "C", "C", "H", "H", "N", "O", "O", "H", "H", "H", "H", "H", "H", "H", "H", "H"],
  "positions_angstrom": [[-6.311, -2.848, 1.141], [-5.818, -3.283, 1.984], [-7.290, -2.811, 1.038], [-5.993, -1.514, 0.914], [-4.712, -1.293, 0.752], [-3.715, -2.077, 1.025], [-2.457, -1.620, 1.094], [-2.131, -0.113, 0.691], [-3.251, 0.758, 0.654], [-4.450, 0.207, 0.785], [-5.391, 1.123, 0.762], [-3.147, 1.893, 0.562], [-0.655, 0.166, 0.589], [-0.202, 0.654, -0.637], [-1.004, 1.527, -1.558], [-0.375, 1.810, -2.632], [-0.133, 0.406, -3.530], [0.541, -0.520, -2.669], [-0.031, -0.574, -1.482], [-1.167, -1.056, -1.496], [0.375, -1.409, -0.906], [1.473, -0.009, -2.411], [0.638, -1.304, -3.223], [-1.225, 0.239, -3.661], [0.363, 0.937, -4.755], [0.766, 2.283, -2.564], [-0.873, 2.407, -3.300], [-1.981, 1.344, -1.659], [-1.126, 2.433, -0.749], [-0.400, 1.551, 1.652], [0.974, 2.054, 1.570], [1.451, 2.881, 0.715], [0.862, 3.726, 0.202], [2.992, 2.885, 0.848], [3.237, 3.905, 1.335], [3.414, 3.234, -0.129], [3.724, 2.049, 1.462], [3.843, 0.805, 1.425], [3.183, 0.319, 0.045], [3.312, -0.904, -0.255], [4.366, -1.914, 0.550], [4.787, -1.266, 1.761], [4.607, -0.080, 1.931], [5.136, 0.241, 2.798], [5.482, -1.921, 2.010], [4.659, -3.260, -0.023], [5.360, -3.971, 0.689], [4.027, -3.751, -0.942], [2.969, -1.357, -1.323], [2.372, 0.942, -0.484], [1.610, 1.365, 2.060], [-0.939, 2.504, 1.148], [-0.595, 1.436, 2.495], [0.042, -0.530, 1.193], [-1.426, -2.258, 1.100], [-3.765, -2.958, 1.273], [-6.002, -3.484, 0.137]],
  "atomic_forces_ev_per_a": [[3.8070, -1.5762, -4.0181], [-0.1623, -0.2302, 0.7826], [-4.7660, -0.6855, 0.7097], [-0.9803, -0.5253, -0.1967], [-1.6437, 8.6874, 1.0942], [2.8401, 4.3186, -1.2083], [6.4149, 5.4216, -2.8173], [-0.7453, -5.5791, 2.2728], [3.3986, 1.2779, -0.2169], [-5.3485, -0.1086, -1.2278], [2.4969, -3.6082, 0.1306], [-0.0080, -1.8028, 0.1427], [-0.5691, 4.3589, 4.9728], [1.7547, -2.7181, -4.1211], [-1.6786, 2.0633, 14.4803], [10.3019, 0.5099, -9.9539], [-2.1786, 7.0826, -3.3615], [4.2256, 5.4983, -3.8848], [-7.1947, -3.8394, 8.4970], [2.0173, 1.0538, -0.6035], [0.6765, 0.3962, 0.5223], [1.0192, -0.4485, -0.7620], [1.2007, -5.6428, -2.2942], [0.7519, -0.9333, -0.6526], [-1.2632, -2.3194, 3.9600], [-2.9036, -0.9955, 0.3575], [-1.3325, 1.7531, -1.3709], [-3.8750, -1.9752, -0.5584], [0.2570, -0.9657, -2.3320], [2.3669, 4.1132, -16.5768], [-1.3339, -6.2574, 4.1294], [4.8445, -1.8191, 2.6560], [-2.8364, 4.3970, -3.9753], [-1.7240, 8.0019, -4.1980], [-0.9539, -1.3120, -0.1395], [-0.3099, -1.0935, -0.1238], [4.2516, 0.1266, 6.7056], [-5.6955, -1.6539, -10.8163], [-1.6575, 4.8680, 3.8655], [3.4803, -9.6148, -3.5231], [-4.3264, 4.9087, -1.9586], [-0.5988, -13.9555, -9.0979], [1.8183, 10.1027, 7.9585], [0.6633, 0.9507, 0.9373], [3.5309, -2.1110, 3.4254], [-1.3569, -0.9390, 2.5802], [0.9020, 0.7359, -0.0065], [0.1440, 1.5852, -0.5451], [0.4938, 1.0815, 2.8190], [1.6466, -0.8050, 0.7670], [-0.7025, 1.4522, -1.1234], [0.4370, -2.4493, 1.5062], [-3.6776, -2.1793, 13.3920], [-1.1597, 0.3672, -1.9102], [-3.0513, 1.2021, 0.3595], [-1.3902, -9.3495, 2.1419], [-0.3175, 1.1787, 2.4086]]
}